Density functional theory data (the ωB97M-V functional and the def2-TZVPD basis) for a cluster of 5 separate species, H10O5 in total at a distorted geometry.

Output
HOMO-LUMO gap = 0.391 Ha
SMILES = O.O.O.O.O
HOMO level = -10.442 eV
energy = -10399.5474 eV
energy above the lowest of the compared OMol25 structures with the same formula, charge and spin = 1.302 eV

```
! RIJCOSX wB97M-V def2-TZVPD def2/J DEFGRID3
* xyz 0 1
O 0.10740 0.56007 0.81793
H 0.65840 -0.21593 0.94593
H 0.67740 1.09107 0.26993
O 0.99440 1.89107 -1.33107
H 0.48740 1.77107 -2.13207
H 1.25140 2.83207 -1.51107
O -0.70060 -0.95593 -1.17107
H 0.09040 -0.87693 -1.73207
H -0.45660 -0.27793 -0.55607
O 1.22240 -2.15493 0.96993
H 1.11640 -2.90893 0.35193
H 2.13440 -1.97493 1.07893
O -2.68460 0.00907 1.38393
H -3.06860 0.81707 0.98493
H -1.82960 0.39407 1.62993
*
```